The following is a DFT calculation (ωB97M-V/def2-TZVPD) of a structure of composition C38H55AuNO2P2 at a distorted geometry.

CARTESIAN COORDINATES (ANGSTROEM)
Au  0.03  -1.45  -5.57
C  -0.70  -3.05  0.06
C  0.62  -3.21  -0.46
C  0.69  -1.66  1.26
C  -0.65  -2.10  1.12
C  1.48  -2.36  0.29
C  -1.91  -3.77  -0.39
H  -1.70  -4.37  -1.28
H  -2.72  -3.07  -0.62
H  -2.28  -4.43  0.41
C  -1.80  -1.63  1.93
H  -2.73  -2.07  1.56
H  -1.88  -0.54  1.89
H  -1.66  -1.91  2.98
C  1.16  -0.64  2.21
H  2.20  -0.35  2.03
H  1.11  -1.02  3.25
H  0.52  0.26  2.18
C  2.95  -2.22  0.14
H  3.47  -2.68  0.99
H  3.26  -1.17  0.10
H  3.29  -2.72  -0.78
C  1.03  -4.14  -1.54
H  1.22  -5.15  -1.14
H  1.95  -3.81  -2.02
H  0.24  -4.24  -2.29
C  -1.53  -0.30  -6.54
C  -1.34  -1.54  -7.25
C  -0.54  -1.61  -8.53
C  0.87  -0.93  -8.44
C  1.47  -0.82  -7.06
C  1.29  0.27  -6.16
C  0.39  1.45  -6.48
C  -1.00  1.01  -7.05
H  -1.10  -1.17  -9.37
H  0.85  0.02  -8.98
H  -0.39  -2.68  -8.77
H  -0.93  0.97  -8.14
H  -2.33  -0.27  -5.80
H  -2.06  -2.34  -7.08
H  -1.74  1.79  -6.82
H  0.23  2.05  -5.56
H  2.04  0.40  -5.38
H  0.87  2.14  -7.22
H  1.56  -1.59  -9.00
H  2.36  -1.43  -6.92
P  -1.73  0.33  -1.23
C  -2.66  1.87  -0.89
C  -2.75  -0.50  -2.50
P  1.15  0.36  -1.12
C  -0.30  0.95  -2.19
C  2.22  0.06  -2.57
C  1.70  1.94  -0.43
H  -2.37  2.18  0.13
H  -3.72  1.60  -0.93
H  -2.46  2.68  -1.60
H  -2.53  -0.20  -3.54
H  -3.79  -0.29  -2.24
H  -2.56  -1.58  -2.40
H  1.66  2.72  -1.20
H  2.74  1.81  -0.08
H  1.05  2.22  0.42
H  -0.29  2.04  -2.39
H  -0.32  0.41  -3.16
H  3.20  -0.34  -2.33
H  2.32  1.01  -3.11
H  1.71  -0.67  -3.20
C  3.34  0.02  6.87
C  1.94  -0.33  6.42
C  1.51  -1.65  6.50
C  0.25  -2.03  6.06
C  -0.62  -1.07  5.55
C  -0.21  0.27  5.47
N  -1.03  1.14  4.78
C  -1.40  2.43  5.10
C  -1.61  2.86  6.43
C  -1.94  4.19  6.66
C  -2.02  5.09  5.59
C  -1.78  4.67  4.27
C  -1.52  3.32  4.02
C  -1.21  2.78  2.64
O  -0.47  3.48  1.91
O  -1.69  1.62  2.35
C  1.08  0.67  5.93
C  1.52  2.09  5.79
H  3.92  0.52  6.08
H  3.34  0.68  7.75
H  3.88  -0.89  7.14
H  2.20  -2.39  6.90
H  -0.07  -3.07  6.11
H  -1.62  -1.32  5.21
H  -1.43  0.85  3.86
H  -1.51  2.13  7.23
H  -2.14  4.52  7.69
H  -2.26  6.15  5.78
H  -1.79  5.36  3.43
H  1.43  2.44  4.76
H  0.92  2.75  6.43
H  2.56  2.20  6.10

Values from the calculation:
2S+1: 3
Maximum force (eV Å⁻¹): 2.6
Kohn-Sham gap (alpha / beta) (eV): 3.1 / 3.1
Charge: +1
<S²>: 2.004